Entry i
Below is the molecule C2H6N2O, with properties calculated with ωB97M-V with the def2-TZVPD basis set.

Structure (XYZ):
```
11
Properties=species:S:1:pos:R:3:nbo_charge:R:1
H 1.483 -1.435 -0.144 0.110
O 2.567 0.239 0.046 -0.588
H -0.432 1.723 0.860 0.344
H -0.506 -1.697 -0.323 0.216
C 1.496 -0.365 -0.124 0.515
H -1.774 -0.272 -0.642 0.207
C -0.957 -0.687 0.027 -0.424
H -0.844 1.598 -0.762 0.338
N 0.230 0.139 -0.118 -0.307
N -0.035 1.524 -0.054 -0.608
H -1.230 -0.767 1.233 0.197
```

SMILES   CN(N)C=O
Lowest unoccupied orbital energy   0.6 eV

Entry ii
Below is the molecule C2H6N2O, with properties calculated with ωB97M-V with the def2-TZVPD basis set.

Structure (XYZ):
```
11
Properties=species:S:1:pos:R:3:nbo_charge:R:1
C 0.633 0.959 -0.166 0.004
H 1.227 -1.085 0.942 0.448
H -0.526 -1.511 -0.505 0.368
H -1.520 1.108 0.400 0.221
O 1.737 -0.991 0.066 -0.569
N -1.250 -0.798 -0.334 -0.814
H -0.482 0.125 1.450 0.188
H -1.502 -0.470 -1.275 0.353
H 0.678 1.963 -0.571 0.198
N 1.705 0.323 -0.364 -0.093
C -0.700 0.377 0.358 -0.303
```

SMILES   NC/C=N\O
Lowest unoccupied orbital energy   0.8 eV

The winner here is entry i, beating the second structure by 13.6 kcal/mol.

Entry i
Below is a 2-piece molecular cluster, C2H6N2O overall, with properties calculated with ωB97M-V with the def2-TZVPD basis set.

Structure (XYZ):
```
11
Properties=species:S:1:pos:R:3:nbo_charge:R:1
H -0.972 -0.452 -1.415 0.395
C 1.637 0.432 0.345 -0.491
C 0.543 0.570 -0.368 -0.011
N -0.515 -0.369 -0.516 -0.817
O -3.589 0.429 -0.235 -0.277
H -2.516 -0.421 1.215 0.264
N -2.885 -0.442 0.215 -0.032
H -0.315 -1.283 -0.177 0.377
H 2.443 1.143 0.264 0.212
H 1.638 -0.396 1.129 0.182
H 0.584 1.507 -0.877 0.197
```

SMILES   C=CN.N=O
Lowest unoccupied orbital energy (spin up / spin down)   0.2 / 0.2 eV

Entry ii
Below is the molecule C2H6N2O, with properties calculated with ωB97M-V with the def2-TZVPD basis set.

Structure (XYZ):
```
11
Properties=species:S:1:pos:R:3:nbo_charge:R:1
H 0.847 -0.649 1.459 0.324
C -0.276 -0.529 0.802 -0.390
H -0.293 -1.646 -0.926 0.361
N 0.442 1.159 -0.883 -0.801
N -0.932 -1.335 -0.205 -0.833
C 0.472 0.683 0.377 0.623
H 1.112 1.862 -1.158 0.412
O 1.516 0.779 1.091 -0.664
H -0.228 0.812 -1.550 0.396
H -1.722 -0.866 -0.638 0.355
H -0.939 -0.270 1.630 0.217
```

SMILES   NCC(N)=O
Lowest unoccupied orbital energy   0.7 eV

The winner here is entry ii, beating the second structure by 56.0 kcal/mol.

Entry i
Below is C3H8N3S as an isolated structure, with properties calculated with ωB97M-V with the def2-TZVPD basis set.

Structure (XYZ):
```
15
Properties=species:S:1:pos:R:3:nbo_charge:R:1
N 3.048 -1.447 0.036 -0.751
H -3.269 -1.696 -0.118 0.444
C 0.088 1.391 0.045 -0.266
N -3.222 -0.674 -0.105 -0.912
H -2.173 -0.537 0.152 0.390
C 1.439 1.743 0.122 -0.159
H 2.935 -1.715 1.010 0.428
H -0.633 2.199 0.046 0.222
H -3.915 -0.270 0.494 0.430
N 2.409 0.870 0.031 -0.280
H -3.382 -0.114 -0.922 0.439
S -0.440 -0.189 -0.078 -0.261
C 2.551 -0.283 -0.253 0.612
H 1.583 2.851 0.223 0.234
H 2.982 -2.128 -0.683 0.430
```

Total charge   +1
Lowest unoccupied orbital energy (spin up / spin down)   -3.9 / -3.9 eV

Entry ii
Below is an isolated ion of composition C3H8N3S and charge +1, with properties calculated with ωB97M-V with the def2-TZVPD basis set.

Structure (XYZ):
```
15
Properties=species:S:1:pos:R:3:nbo_charge:R:1
C -1.082 -1.318 1.070 -0.389
N -1.405 0.746 -0.010 -0.228
S 0.804 2.226 0.206 0.164
C -0.964 1.946 -0.122 -0.069
N -0.509 -0.230 0.323 -0.330
H -1.400 -2.109 0.360 0.225
H -1.844 -0.848 1.702 0.247
H -0.142 -1.593 1.687 0.201
H 2.013 0.451 -1.612 0.450
N 1.402 -0.213 -1.184 -0.740
H 1.875 -1.111 -1.297 0.438
H 1.444 -0.315 1.025 0.255
H 0.575 -0.388 -1.898 0.462
H -1.575 2.657 -0.463 0.229
C 0.808 0.100 0.212 0.086
```

Total charge   +1
SMILES   CN1N=CS[C@@H]1[NH3+]
Lowest unoccupied orbital energy   -4.2 eV

Entry iii
Below is a 2-piece molecular cluster, C3H8N3S overall, with properties calculated with ωB97M-V with the def2-TZVPD basis set.

Structure (XYZ):
```
15
Properties=species:S:1:pos:R:3:nbo_charge:R:1
N -0.603 0.841 -0.665 -0.764
C 0.353 -0.152 2.314 0.030
C -2.355 -0.017 -2.451 -0.513
H -1.176 0.652 -4.447 0.157
S -2.135 -0.390 -4.147 0.089
H 0.319 -0.211 3.432 0.240
H -3.309 -0.274 -2.157 0.268
H -0.757 1.840 -0.399 0.397
N 1.523 -0.603 0.322 -0.594
N 1.413 -0.409 1.702 -0.196
H 2.253 -0.426 2.177 0.428
H 0.721 -0.172 -0.205 0.424
H 2.387 -0.228 0.003 0.383
H -0.503 -0.002 1.815 0.218
C -1.453 0.437 -1.547 0.433
```

Total charge   +1
Lowest unoccupied orbital energy   -4.5 eV

Entry iv
Below is an isolated ion of composition C3H8N3S and charge +1, with properties calculated with ωB97M-V with the def2-TZVPD basis set.

Structure (XYZ):
```
15
Properties=species:S:1:pos:R:3:nbo_charge:R:1
H 2.924 -1.140 -0.400 0.268
C 2.296 -1.086 0.485 -0.688
H -0.823 1.203 -1.691 0.217
S -0.123 0.014 1.521 0.397
N -2.239 -0.052 -0.055 -0.555
C -0.268 1.243 -0.752 -0.117
N -1.122 0.844 0.394 -0.393
H 0.033 2.283 -0.575 0.250
C 1.144 -0.222 0.220 0.191
H 1.975 -2.086 0.774 0.251
H -1.935 -0.868 -0.620 0.430
H -2.710 -0.397 0.798 0.455
H 2.877 -0.676 1.311 0.260
H -2.915 0.510 -0.597 0.446
N 0.886 0.430 -0.813 -0.411
```

Total charge   +1
SMILES   CC1=NCN([NH3+])S1
Lowest unoccupied orbital energy   -3.8 eV

The winner here is entry iv, beating the second structure by 6.0 kcal/mol.

Entry i
Below is a 2-piece molecular cluster, CH5NS overall, with properties calculated with ωB97M-V with the def2-TZVPD basis set.

Structure (XYZ):
```
8
Properties=species:S:1:pos:R:3:nbo_charge:R:1
H 0.178 2.429 -1.590 0.167
H 1.358 -2.194 1.800 0.128
H -1.758 0.352 -1.173 0.330
H -1.315 1.895 -2.617 0.147
C -0.681 1.777 -1.735 -0.047
S 0.774 -1.203 1.098 -0.273
N -0.949 0.890 -0.867 -0.592
H -0.200 -1.059 2.011 0.142
```

SMILES   C=N.S
Lowest unoccupied orbital energy   1.1 eV

Entry ii
Below is a 2-piece molecular cluster, CH5NS overall, with properties calculated with ωB97M-V with the def2-TZVPD basis set.

Structure (XYZ):
```
8
Properties=species:S:1:pos:R:3:nbo_charge:R:1
H -1.384 1.357 -0.284 0.233
H -0.037 0.344 -1.138 0.259
H 2.458 -0.966 2.229 0.116
H -1.444 0.047 -2.950 0.434
C -1.048 0.750 -1.107 0.119
H -2.650 1.081 -2.215 0.423
N -1.746 0.629 -2.185 -0.628
S 1.320 -0.658 1.592 -0.956
```

Lowest unoccupied orbital energy   -2.2 eV

Entry iii
Below is a 2-piece molecular cluster, CH5NS overall, with properties calculated with ωB97M-V with the def2-TZVPD basis set.

Structure (XYZ):
```
8
Properties=species:S:1:pos:R:3:nbo_charge:R:1
N -0.230 0.974 -0.322 -0.799
H 1.758 -0.601 -0.293 0.196
S -1.833 0.739 -0.040 0.230
H -1.877 0.400 -1.319 0.107
H 0.146 -1.443 -0.169 0.200
H 0.865 -0.471 1.385 0.197
H 0.294 1.247 0.442 0.342
C 0.877 -0.845 0.316 -0.473
```

Lowest unoccupied orbital energy (spin up / spin down)   0.1 / 0.3 eV

The winner here is entry i, beating the second structure by 61.5 kcal/mol.

Entry i
Below is C3H4N2O as an isolated structure, with properties calculated with ωB97M-V with the def2-TZVPD basis set.

Structure (XYZ):
```
10
Properties=species:S:1:pos:R:3:nbo_charge:R:1
H 2.546 -0.486 0.236 0.539
H -2.055 1.348 0.389 0.204
N 0.020 1.012 0.051 -0.605
H -2.233 -1.384 0.033 0.203
O 2.018 0.067 -0.367 -0.624
C -1.363 -0.747 -0.002 -0.126
N -0.104 -1.270 -0.272 -0.516
C 0.546 -0.151 -0.228 0.480
H 1.911 0.995 -0.024 0.568
C -1.286 0.619 0.185 -0.123
```

Lowest unoccupied orbital energy   -0.2 eV

Entry ii
Below is the molecule C3H4N2O, with properties calculated with ωB97M-V with the def2-TZVPD basis set.

Structure (XYZ):
```
10
Properties=species:S:1:pos:R:3:nbo_charge:R:1
N -0.878 1.313 0.983 -0.723
O 0.667 -0.288 0.431 -0.480
H -0.953 -0.079 -0.846 0.256
C 0.129 -0.255 -0.885 -0.188
N 0.594 -2.552 -2.068 -0.290
H -1.200 1.853 1.781 0.363
C 0.077 0.550 1.305 0.410
C 0.420 -1.545 -1.527 0.256
H 0.552 0.444 2.282 0.167
H 0.591 0.559 -1.456 0.230
```

SMILES   [H]/N=C/OCC#N
Lowest unoccupied orbital energy   0.8 eV

Entry iii
Below is the molecule C3H4N2O, with properties calculated with ωB97M-V with the def2-TZVPD basis set.

Structure (XYZ):
```
10
Properties=species:S:1:pos:R:3:nbo_charge:R:1
H -1.807 -0.516 0.899 0.240
H 1.361 1.007 1.183 0.434
N 0.437 -0.646 -1.228 -0.146
C 2.245 -0.277 0.109 0.297
O 1.838 -0.752 -1.050 -0.330
N 1.095 0.159 0.705 -0.653
H -1.711 1.154 0.313 0.231
C -1.459 0.119 0.076 -0.655
H -2.011 -0.174 -0.823 0.252
C 0.010 -0.067 -0.166 0.331
```

Lowest unoccupied orbital energy   0.7 eV

Entry iv
Below is the molecule C3H4N2O, with properties calculated with ωB97M-V with the def2-TZVPD basis set.

Structure (XYZ):
```
10
Properties=species:S:1:pos:R:3:nbo_charge:R:1
H 1.067 -1.430 1.234 0.265
O -1.574 -0.358 1.497 -0.467
H -1.083 1.608 -0.371 0.421
H 0.623 -1.529 -0.499 0.256
C -0.774 -0.347 0.617 0.726
N 1.801 1.374 -0.587 -0.458
C 0.597 -0.888 0.387 -0.585
N -0.766 0.659 -0.531 -0.831
C 1.030 0.546 -0.257 0.257
H -0.921 0.366 -1.491 0.415
```

Lowest unoccupied orbital energy   0.4 eV

The winner here is entry ii, beating the second structure by 37.0 kcal/mol.

Entry i
Below is C3H4N2O as an isolated structure, with properties calculated with ωB97M-V with the def2-TZVPD basis set.

Structure (XYZ):
```
10
Properties=species:S:1:pos:R:3:nbo_charge:R:1
N -0.026 0.939 -0.365 -0.325
C 1.071 1.757 -0.708 0.507
H -0.068 -2.055 0.577 0.211
C -0.185 -0.713 -1.234 -0.075
H -0.077 -0.973 -2.311 0.250
H -0.448 0.007 1.500 0.370
N 0.198 0.011 0.796 -0.447
H 1.804 1.897 0.074 0.118
O 1.283 2.184 -1.811 -0.552
C 0.085 -1.086 0.014 -0.056
```

Lowest unoccupied orbital energy   0.5 eV

Entry ii
Below is the molecule C3H4N2O, with properties calculated with ωB97M-V with the def2-TZVPD basis set.

Structure (XYZ):
```
10
Properties=species:S:1:pos:R:3:nbo_charge:R:1
O 1.779 -1.252 -0.001 -0.506
C -0.322 -0.435 0.021 0.056
N -2.848 -1.024 -0.006 -0.271
H 0.866 1.229 -0.753 0.226
N 0.448 -1.436 -0.001 -0.008
C -1.724 -0.719 0.010 0.241
H -0.813 1.626 -0.249 0.256
C 0.065 1.018 0.005 -0.686
H 0.484 1.291 0.983 0.241
H 2.065 -0.297 -0.010 0.452
```

SMILES   C/C(C#N)=N\O
Lowest unoccupied orbital energy   0.4 eV

Entry iii
Below is the molecule C3H4N2O, with properties calculated with ωB97M-V with the def2-TZVPD basis set.

Structure (XYZ):
```
10
Properties=species:S:1:pos:R:3:nbo_charge:R:1
O -1.765 0.214 -0.030 -0.714
H 1.809 -2.207 0.246 0.353
C -0.434 0.252 -0.644 -0.078
N 0.692 2.393 0.401 -0.299
H 0.291 -0.733 1.216 0.165
C 0.228 1.466 -0.119 0.224
C 0.472 -0.949 0.129 0.166
H -1.781 0.675 0.891 0.482
H -0.860 0.508 -1.673 0.275
N 1.348 -1.618 -0.417 -0.575
```

SMILES   [H]/N=C/[C@@H](O)C#N
Lowest unoccupied orbital energy   0.7 eV

The winner here is entry ii, beating the second structure by 4.6 kcal/mol.